# 1
Molecular formula: C5H8O2
Method: DFT, ωB97M-V/def2-TZVPD

```
15
C5H8O2 (ωB97M-V/def2-TZVPD)
C 0.130 -1.914 0.343
C 0.403 0.260 0.532
C -0.345 1.337 1.235
C 0.758 0.614 -0.884
C -0.538 0.055 -1.447
O -1.131 0.391 -2.433
O -1.024 -0.791 -0.518
H 0.693 -2.213 -0.538
H 0.758 -1.870 1.222
H -0.743 -2.541 0.507
H -0.836 2.081 0.586
H -1.052 0.976 1.987
H 0.455 1.859 1.785
H 0.836 1.680 -1.120
H 1.637 0.077 -1.256
```

Computed properties:
* net charge: 0
* LUMO (spin up / spin down): 0.079 / 0.079 eV
* ΔE to the lowest compared entry with this formula, charge and spin: 6.052 eV
* spin multiplicity: 1

These are the natural (NBO) partial charges, in e, on atoms 1 to 4: -0.249 0.226 -0.747 -0.669

***

# 2
Molecular formula: C5H8O2
Method: DFT, ωB97M-V/def2-TZVPD

```
15
C5H8O2 (ωB97M-V/def2-TZVPD)
O -2.326 0.395 1.077
C -1.520 0.467 -0.083
C -0.038 0.556 0.273
C 0.671 -0.791 0.592
C 1.562 -0.608 -0.651
C 1.032 0.791 -0.824
O 1.320 1.696 -1.560
H -2.144 -0.444 1.520
H -1.838 1.365 -0.617
H -1.708 -0.399 -0.741
H 0.083 1.314 1.051
H 1.206 -0.784 1.545
H 0.045 -1.691 0.553
H 1.022 -1.036 -1.510
H 2.634 -0.832 -0.624
```

Computed properties:
* SMILES: O=C1CC[C@@H]1CO
* net charge: 0
* LUMO: 0.765 eV
* ΔE to the lowest compared entry with this formula, charge and spin: 1.397 eV
* spin multiplicity: 1

These are the natural (NBO) partial charges, in e, on atoms 1 to 4: -0.707 -0.052 -0.365 -0.405

***

# 3
Molecular formula: C5H8O2
Method: DFT, ωB97M-V/def2-TZVPD

```
15
C5H8O2 (ωB97M-V/def2-TZVPD)
C 0.101 0.644 -0.974
C -0.813 1.165 0.711
C 0.090 0.871 1.855
O -0.268 -0.632 -0.548
O 1.277 1.008 -0.966
C 0.661 -1.727 -1.298
C 0.144 -2.830 -1.564
H 1.604 -1.212 -1.440
H -0.625 1.062 -1.695
H -1.781 0.681 0.688
H -0.833 2.198 0.374
H -0.228 1.473 2.718
H 0.059 -0.179 2.137
H 1.117 1.151 1.617
H -0.505 -3.674 -1.615
```

Computed properties:
* net charge: 0
* LUMO (spin up / spin down): -0.896 / -1.079 eV
* ΔE to the lowest compared entry with this formula, charge and spin: 6.714 eV
* spin multiplicity: 1

These are the natural (NBO) partial charges, in e, on atoms 1 to 4: 0.516 -0.207 -0.674 -0.577

***

# 4
Molecular formula: C5H8O2
Method: DFT, ωB97M-V/def2-TZVPD

```
15
C5H8O2 (ωB97M-V/def2-TZVPD)
O 1.465 0.600 -0.038
C 1.396 -0.974 0.307
C 0.073 -0.997 0.829
C -0.378 1.228 -0.316
C -1.634 0.381 -0.156
C -0.982 -1.001 -0.164
O -1.129 -1.804 -1.073
H 2.310 1.032 -0.308
H 2.250 -1.115 0.971
H 1.513 -1.493 -0.647
H -0.094 -0.483 1.774
H -0.228 2.059 0.363
H -0.101 1.434 -1.345
H -2.331 0.527 -0.991
H -2.129 0.606 0.794
```

Computed properties:
* net charge: 0
* LUMO (spin up / spin down): -0.330 / -0.328 eV
* ΔE to the lowest compared entry with this formula, charge and spin: 5.389 eV
* spin multiplicity: 1

These are the natural (NBO) partial charges, in e, on atoms 1 to 4: -0.748 -0.128 -0.464 0.018

***

# 5
Molecular formula: C5H8O2
Method: DFT, ωB97M-V/def2-TZVPD

```
15
C5H8O2 (ωB97M-V/def2-TZVPD)
O 2.274 -0.395 -0.391
C 1.259 0.047 0.428
C -0.094 1.277 -0.037
C -0.932 0.061 0.153
O -2.151 0.064 0.811
C -0.556 -1.013 -0.810
C 0.134 -0.917 0.539
H 3.107 0.045 -0.188
H 1.324 0.976 0.952
H -0.289 2.040 0.752
H -0.034 1.764 -1.009
H -2.809 0.382 0.184
H -1.286 -1.808 -0.909
H 0.009 -0.774 -1.710
H 0.044 -1.748 1.235
```

Computed properties:
* SMILES: O[C@H]1C[C@@]2(O)C[C@@H]12
* net charge: 0
* LUMO: 0.796 eV
* ΔE to the lowest compared entry with this formula, charge and spin: 4.100 eV
* spin multiplicity: 1

These are the natural (NBO) partial charges, in e, on atoms 1 to 4: -0.692 0.112 -0.478 0.220

***

# 6
Molecular formula: C5H8O2
Method: DFT, ωB97M-V/def2-TZVPD

```
15
C5H8O2 (ωB97M-V/def2-TZVPD)
C -1.605 -1.268 0.025
C -0.605 -0.128 0.040
C -1.342 1.213 -0.037
C 0.747 -0.331 0.068
C 2.963 0.342 -0.029
H -2.257 -1.156 -0.820
H -2.127 -1.218 0.943
H -1.047 -2.222 0.092
H -0.696 2.143 -0.231
H -1.979 1.222 -0.864
H -1.894 1.581 0.847
H 1.201 -1.276 -0.087
H 3.675 1.154 -0.096
O 1.666 0.779 0.176
O 3.299 -0.836 -0.027
```

Computed properties:
* SMILES: CC(C)=COC=O
* net charge: 0
* LUMO: 0.930 eV
* ΔE to the lowest compared entry with this formula, charge and spin: 1.338 eV
* spin multiplicity: 1

These are the natural (NBO) partial charges, in e, on atoms 1 to 4: -0.627 -0.009 -0.658 0.062

***

# 7
Molecular formula: C5H8O2
Method: DFT, ωB97M-V/def2-TZVPD

```
15
C5H8O2 (ωB97M-V/def2-TZVPD)
O -1.763 1.134 0.259
C -0.778 1.217 -0.744
C 0.644 1.067 -0.209
C 0.932 -0.296 0.423
O 0.258 -0.316 1.685
C 0.428 -1.468 -0.318
C -0.157 -2.486 -0.589
H -1.502 0.419 0.858
H -0.885 2.204 -1.208
H -0.943 0.464 -1.532
H 0.822 1.809 0.578
H 1.364 1.253 -1.014
H 2.015 -0.398 0.583
H 0.283 -1.231 2.001
H -0.718 -3.372 -0.776
```

Computed properties:
* SMILES: C#C[C@H](O)CCO
* net charge: 0
* LUMO: 0.753 eV
* ΔE to the lowest compared entry with this formula, charge and spin: 2.556 eV
* spin multiplicity: 1

These are the natural (NBO) partial charges, in e, on atoms 1 to 4: -0.724 -0.062 -0.435 0.017

***

# 8
Molecular formula: C5H8O2
Method: DFT, ωB97M-V/def2-TZVPD

```
15
C5H8O2 (ωB97M-V/def2-TZVPD)
C 0.246 1.655 1.502
C -0.400 1.377 0.189
C 0.668 -0.281 -1.315
C -0.075 -1.126 -0.500
O -0.566 -0.794 0.613
C -0.349 -2.554 -0.914
O -0.359 -2.940 -2.058
H -0.218 1.112 2.326
H 0.162 2.738 1.685
H 1.315 1.424 1.487
H -0.034 1.952 -0.652
H -1.461 1.170 0.171
H 0.884 -0.565 -2.342
H 1.418 0.333 -0.822
H -0.579 -3.216 -0.057
```

Computed properties:
* net charge: 0
* LUMO (spin up / spin down): -0.954 / -0.958 eV
* ΔE to the lowest compared entry with this formula, charge and spin: 4.832 eV
* spin multiplicity: 1

These are the natural (NBO) partial charges, in e, on atoms 1 to 4: -0.694 0.006 -0.611 0.341

***

# 9
Molecular formula: C5H8O2
Method: DFT, ωB97M-V/def2-TZVPD

```
15
C5H8O2 (ωB97M-V/def2-TZVPD)
C -1.847 -0.541 -0.110
C -1.995 0.673 0.431
C -0.757 0.470 -0.355
C 1.219 -1.191 0.657
C 1.036 0.342 0.457
O -0.591 0.935 -1.722
O 1.891 0.882 -0.490
H -2.164 -1.580 -0.038
H -2.660 1.386 0.757
H 0.721 -1.610 -0.278
H 0.627 -1.481 1.556
H 2.281 -1.576 0.767
H 1.004 0.854 1.367
H -0.327 1.782 -1.671
H 1.563 0.654 -1.328
```

Computed properties:
* net charge: 0
* LUMO: 0.951 eV
* ΔE to the lowest compared entry with this formula, charge and spin: 4.875 eV
* spin multiplicity: 1

These are the natural (NBO) partial charges, in e, on atoms 1 to 4: -0.187 -0.203 0.165 -0.667

***

# 10
Molecular formula: C5H8O2
Method: DFT, ωB97M-V/def2-TZVPD

```
15
C5H8O2 (ωB97M-V/def2-TZVPD)
C 1.599 0.628 0.529
C 0.522 1.024 -0.431
O 0.103 0.134 -1.429
C -0.492 -1.080 -1.018
C -1.385 -0.784 0.167
O -0.624 -0.292 1.280
C 0.184 0.832 1.025
H 1.934 -0.401 0.591
H 2.356 1.386 0.718
H 0.467 2.028 -0.835
H 0.242 -1.865 -0.768
H -1.051 -1.436 -1.894
H -2.160 -0.080 -0.180
H -1.881 -1.690 0.523
H 0.116 1.626 1.784
```

Computed properties:
* SMILES: C1CO[C@@H]2C[C@@H]2O1
* net charge: 0
* LUMO: 1.083 eV
* ΔE to the lowest compared entry with this formula, charge and spin: 2.401 eV
* spin multiplicity: 1

These are the natural (NBO) partial charges, in e, on atoms 1 to 4: -0.490 0.065 -0.508 -0.096

***

# 11
Molecular formula: C5H8O2
Method: DFT, ωB97M-V/def2-TZVPD

```
15
C5H8O2 (ωB97M-V/def2-TZVPD)
C 1.835 -0.381 0.203
C 0.475 -0.571 -0.452
C -0.288 0.755 -0.723
C -1.210 0.807 0.494
C -1.587 -0.659 0.497
O -2.673 -1.191 0.449
O -0.386 -1.339 0.407
H 1.872 -0.963 1.115
H 2.639 -0.693 -0.448
H 1.962 0.660 0.479
H 0.540 -1.098 -1.396
H -0.894 0.656 -1.617
H 0.373 1.602 -0.829
H -2.068 1.457 0.449
H -0.592 0.958 1.371
```

Computed properties:
* SMILES: C[C@@H]1CCC(=O)O1
* net charge: 0
* LUMO: 0.887 eV
* ΔE to the lowest compared entry with this formula, charge and spin: 0.230 eV
* spin multiplicity: 1

These are the natural (NBO) partial charges, in e, on atoms 1 to 4: -0.639 0.093 -0.416 -0.519

***

# 12
Molecular formula: C5H8O2
Method: DFT, ωB97M-V/def2-TZVPD

```
15
C5H8O2 (ωB97M-V/def2-TZVPD)
C -0.516 1.700 -0.883
C -1.235 1.332 0.300
C -0.599 -0.043 0.289
C -0.766 -1.068 -0.775
C 1.790 -0.557 0.971
O -0.189 1.227 -1.949
O 0.502 -0.017 1.202
H -1.095 1.976 1.134
H -2.312 1.350 0.172
H -1.821 -1.343 -0.911
H -0.053 -1.806 -0.690
H -0.508 -0.587 -1.753
H 2.417 -0.120 1.740
H 2.449 -0.341 0.009
H 1.938 -1.703 1.145
```

Computed properties:
* net charge: 0
* LUMO (spin up / spin down): 0.469 / 0.539 eV
* ΔE to the lowest compared entry with this formula, charge and spin: 5.259 eV
* spin multiplicity: 1

These are the natural (NBO) partial charges, in e, on atoms 1 to 4: 0.481 -0.584 0.330 -0.719

***

# 13
Molecular formula: C5H8O2
Method: DFT, ωB97M-V/def2-TZVPD

```
15
C5H8O2 (ωB97M-V/def2-TZVPD)
O 2.734 -0.292 1.099
C 1.441 -0.160 0.709
C -0.763 1.698 -0.747
C -1.205 0.581 -0.174
O -2.138 0.651 0.821
C -0.663 -0.790 -0.522
C 0.733 -1.043 0.004
H 3.113 -1.059 0.651
H 1.030 0.788 1.042
H -1.117 2.671 -0.428
H 0.010 1.644 -1.506
H -2.360 -0.240 1.113
H -1.359 -1.565 -0.165
H -0.645 -0.890 -1.615
H 1.189 -1.993 -0.283
```

Computed properties:
* SMILES: C=C(O)C/C=C/O
* net charge: 0
* LUMO: 0.785 eV
* ΔE to the lowest compared entry with this formula, charge and spin: 1.633 eV
* spin multiplicity: 1

These are the natural (NBO) partial charges, in e, on atoms 1 to 4: -0.671 0.157 -0.523 0.324

***

# 14
Molecular formula: C5H8O2
Method: DFT, ωB97M-V/def2-TZVPD

```
15
C5H8O2 (ωB97M-V/def2-TZVPD)
O 2.073 -1.227 -1.210
C -0.106 1.246 -1.072
C -0.842 -0.074 -0.910
C -0.373 0.035 0.554
C -0.996 -0.416 1.792
O 0.193 -1.033 1.288
C 0.337 1.299 0.191
H 1.722 -1.609 -0.395
H -0.003 1.905 -1.927
H -0.378 -0.911 -1.438
H -1.923 -0.050 -1.080
H -0.866 0.157 2.710
H -1.896 -1.029 1.745
H 2.107 -0.282 -1.011
H 0.951 1.987 0.763
```

Computed properties:
* net charge: 0
* LUMO: 0.921 eV
* ΔE to the lowest compared entry with this formula, charge and spin: 2.952 eV
* spin multiplicity: 1

These are the natural (NBO) partial charges, in e, on atoms 1 to 4: -0.945 -0.138 -0.454 0.183

***

# 15
Molecular formula: C5H8O2
Method: DFT, ωB97M-V/def2-TZVPD

```
15
C5H8O2 (ωB97M-V/def2-TZVPD)
C 0.661 -1.451 0.926
C -0.585 -0.715 0.435
O -0.863 0.387 1.339
C -0.672 1.310 0.289
C 0.683 1.172 -0.406
C -0.472 0.291 -0.769
O -1.105 0.133 -1.990
H 1.549 -0.991 0.479
H 0.783 -1.306 2.006
H 0.661 -2.521 0.704
H -1.467 -1.353 0.313
H -1.236 2.236 0.330
H 1.518 0.666 0.074
H 1.000 2.004 -1.024
H -0.456 0.139 -2.705
```

Computed properties:
* net charge: 0
* LUMO: 0.799 eV
* ΔE to the lowest compared entry with this formula, charge and spin: 2.854 eV
* spin multiplicity: 1

These are the natural (NBO) partial charges, in e, on atoms 1 to 4: -0.642 0.078 -0.514 0.078

***

# 16
Molecular formula: C5H8O2
Method: DFT, ωB97M-V/def2-TZVPD

```
15
C5H8O2 (ωB97M-V/def2-TZVPD)
C -1.227 0.212 1.337
C -0.053 -0.386 1.175
C 0.287 -1.308 0.059
O -0.600 -1.406 -1.044
C 0.718 -0.867 -1.285
C 0.828 0.592 -1.638
O -0.369 1.085 -1.760
H -1.404 0.872 2.181
H -2.048 0.064 0.639
H 0.742 2.409 0.948
H 0.747 -0.235 1.899
H 0.683 -2.274 0.383
H 1.388 -1.524 -1.839
H 1.363 2.376 0.535
H -1.055 0.390 -1.591
```

Computed properties:
* net charge: 0
* LUMO: 0.730 eV
* ΔE to the lowest compared entry with this formula, charge and spin: 5.396 eV
* spin multiplicity: 1

These are the natural (NBO) partial charges, in e, on atoms 1 to 4: -0.371 -0.224 0.057 -0.510

***

# 17
Molecular formula: C5H8O2
Method: DFT, ωB97M-V/def2-TZVPD

```
15
C5H8O2 (ωB97M-V/def2-TZVPD)
C 0.984 0.202 1.663
C 1.073 1.293 0.638
O 0.683 -0.493 -1.800
C 0.641 -1.577 -1.268
C -1.932 0.158 -1.013
O -2.064 -0.411 0.044
C 0.040 1.335 1.413
H 0.694 -0.813 1.362
H 1.640 0.217 2.539
H 1.639 1.677 -0.196
H 1.550 -2.085 -0.898
H -0.314 -2.113 -1.117
H -1.451 1.149 -1.094
H -2.287 -0.289 -1.962
H -0.899 1.777 1.706
```

Computed properties:
* SMILES: C1=CC1.C=O.C=O
* net charge: 0
* LUMO: 0.609 eV
* ΔE to the lowest compared entry with this formula, charge and spin: 4.745 eV
* spin multiplicity: 1

These are the natural (NBO) partial charges, in e, on atoms 1 to 4: -0.433 -0.191 -0.517 0.281